88
Properties=species:S:1:pos:R:3:forces:R:3:mulliken_charge:R:1 method="wB97M-V/def2-TZVPD" multiplicity=2 e_tot_ha=-9040.76585 molar_mass_g_mol=973.61 total_charge=0 largest_force_ev_per_a=1.53 homo_energy_ev="-7.51 / -7.50" s_squared=0.772 lumo_ev="-0.698 / -0.605"
Cr 0.094264 -0.610289 0.174863 -1.2 0.5 0.7 0.114
C 2.265215 0.980893 -2.295687 0.2 -0.1 -0.1 -1.153
C 2.697958 1.001474 -0.857314 0.0 0.1 -0.2 0.473
C 3.840625 1.760873 -0.511113 0.0 0.1 -0.2 -1.358
C 4.343252 1.729411 0.752490 0.0 0.1 0.1 -1.359
C 3.755860 0.872373 1.706619 0.0 0.0 -0.1 1.011
C 4.233957 0.649276 3.020921 0.1 0.1 -0.1 -0.103
Br 5.725575 1.618084 3.675123 0.0 0.0 0.0 -0.231
C 3.643158 -0.275121 3.823179 -0.1 -0.2 0.1 -0.423
C 2.539955 -1.021332 3.360122 0.1 -0.1 0.2 0.159
Br 1.789478 -2.346634 4.466002 0.0 0.0 0.1 -0.171
C 1.998028 -0.819665 2.115797 -0.3 -0.1 -0.4 -0.765
O 0.962600 -1.486013 1.626323 0.4 0.3 0.3 -0.588
C 2.624126 0.155180 1.288824 -0.1 0.0 -0.1 0.323
N 2.055762 0.287558 0.042308 0.2 -0.1 0.2 1.178
H 3.107817 0.634142 -2.898636 0.0 0.0 0.0 0.498
H 2.004318 1.979268 -2.655685 0.0 0.0 0.0 0.466
H 1.428238 0.309719 -2.453831 0.1 0.0 0.0 -0.389
H 4.312336 2.362537 -1.280569 0.0 0.0 0.1 0.602
H 5.204790 2.326635 1.023744 0.0 0.0 0.0 0.369
H 4.026305 -0.450411 4.819013 -0.1 0.0 0.0 0.454
F -2.065347 5.427685 3.386205 0.0 0.0 0.0 -0.326
C -2.000057 4.237742 2.769938 -0.1 0.1 0.1 0.720
C -0.788805 3.634712 2.525186 0.0 0.0 0.0 -0.385
F 0.348557 4.230925 2.905613 0.1 0.0 0.0 -0.318
C -0.749337 2.415769 1.878249 -0.1 -0.1 0.0 -0.999
F 0.466012 1.850577 1.672485 0.2 -0.1 -0.1 0.187
C -1.880161 1.706557 1.430250 0.0 -0.1 -0.1 0.850
O -1.832851 0.570811 0.814739 0.7 0.1 0.5 -0.652
C -3.094807 2.372688 1.710828 0.0 -0.1 -0.1 0.200
F -4.243194 1.796517 1.331662 -0.1 0.0 0.0 -0.346
C -3.151809 3.588818 2.356134 -0.1 0.0 0.0 0.278
F -4.335020 4.165103 2.585947 -0.1 0.0 0.0 -0.320
N -2.897508 -3.614894 0.805070 -0.1 -0.1 0.2 0.112
C -2.102922 -2.844945 0.038923 -0.2 0.2 -0.1 -1.591
N -1.472043 -1.928182 0.715712 0.3 -0.2 0.2 1.894
C -1.872489 -2.107288 2.052350 0.1 0.1 -0.3 0.838
C -1.550738 -1.410087 3.214172 0.0 0.1 0.1 -0.654
C -2.128269 -1.824596 4.395356 -0.1 -0.1 0.0 -1.269
C -3.022214 -2.910845 4.441452 0.1 0.1 0.0 -0.603
C -3.358621 -3.604238 3.297479 0.0 0.0 0.0 -1.168
C -2.762943 -3.175141 2.115294 -0.1 -0.1 -0.2 0.720
H -3.444592 -4.390279 0.481933 0.0 -0.1 0.0 0.263
H -2.019926 -2.992880 -1.025622 0.0 0.0 0.0 0.701
H -0.873232 -0.568792 3.196490 0.0 0.0 0.0 0.451
H -1.887763 -1.302675 5.313458 0.0 0.0 0.0 0.440
H -3.457132 -3.202450 5.390924 0.0 0.0 -0.1 0.432
H -4.056829 -4.433950 3.318448 0.1 0.1 0.0 0.439
C 0.121726 -2.320919 -3.052322 -0.1 0.0 -0.2 -1.625
Si 0.812153 -2.417901 -1.296650 0.1 0.0 -0.1 2.551
C 2.683747 -2.537244 -1.473447 0.3 0.1 0.0 -1.631
C 0.368089 -4.147545 -0.674697 0.0 -0.2 0.1 0.639
C -0.093516 -5.141289 -1.544900 0.0 0.0 0.0 -0.377
C -0.343963 -6.435940 -1.099281 0.0 0.1 0.0 -0.667
C -0.137377 -6.761942 0.233972 0.0 0.1 0.0 -0.519
C 0.313912 -5.786615 1.117837 0.0 0.0 -0.1 -0.713
C 0.562596 -4.495775 0.668970 0.0 -0.1 0.0 -0.676
H 0.599186 -3.083008 -3.681813 -0.1 0.1 0.1 0.501
H 0.307986 -1.346470 -3.513627 0.0 -0.1 0.0 0.328
H -0.962891 -2.492061 -3.086466 0.2 0.0 0.0 0.362
H 2.921982 -3.271956 -2.251851 0.0 0.0 0.1 0.498
H 3.119534 -2.892596 -0.532567 0.0 0.1 -0.1 0.308
H 3.173969 -1.593016 -1.731676 -0.1 -0.1 0.0 0.328
H -0.265146 -4.906178 -2.593637 0.0 -0.1 0.1 0.251
H -0.695926 -7.189274 -1.794008 0.0 0.0 0.0 0.409
H -0.322644 -7.770474 0.582378 0.0 0.0 0.0 0.386
H 0.472195 -6.031772 2.161808 0.0 0.0 0.0 0.462
H 0.891758 -3.741754 1.377174 0.0 0.0 0.0 0.289
N -0.028914 8.873564 -4.665417 0.0 -0.1 0.1 -0.501
C -0.195892 7.804756 -4.275718 0.0 -0.2 0.1 0.001
C -0.408826 6.457315 -3.793831 0.0 0.2 -0.2 0.417
C 0.366213 5.946261 -2.760852 0.1 0.0 0.1 -1.120
C 0.170988 4.652185 -2.317689 0.1 0.1 0.1 -0.291
C -0.802101 3.854037 -2.904055 -0.1 -0.2 0.1 1.504
C -1.585002 4.362257 -3.929103 -0.1 0.0 -0.1 -0.596
C -1.388691 5.657126 -4.372759 0.0 0.0 -0.1 -1.098
N -0.993014 2.518826 -2.453687 0.0 0.2 -0.3 0.267
C -1.854147 1.562154 -2.978842 0.0 0.2 0.1 -0.620
C -1.621863 0.431290 -2.278913 0.1 -0.1 0.3 -1.780
N -0.632254 0.663880 -1.342615 0.1 -0.6 -0.7 1.304
C -0.275305 1.908766 -1.480147 -0.5 0.2 0.3 -0.975
H 1.126117 6.564339 -2.302239 0.0 0.0 0.0 0.465
H 0.781934 4.284018 -1.504792 0.0 0.0 0.0 0.463
H -2.355988 3.760513 -4.390793 0.1 0.0 0.0 0.391
H -1.998855 6.053241 -5.173489 0.0 0.0 0.0 0.448
H -2.562247 1.765870 -3.761536 0.1 0.0 0.0 0.467
H -2.126425 -0.517345 -2.338382 0.1 0.0 0.0 0.593
H 0.437329 2.416059 -0.851508 0.0 -0.1 -0.1 0.557